{"formula": "C2H5N3", "method": "ωB97M-V/def2-TZVPD", "species": ["C", "C", "N", "N", "N", "H", "H", "H", "H", "H"], "xyz": [[0.340, -0.978, -0.091], [0.862, 0.413, 0.084], [-1.136, -0.928, 0.165], [-1.638, 0.158, 0.083], [-0.810, 1.144, -0.019], [0.409, -1.412, -1.091], [0.681, -1.825, 0.508], [1.207, 0.744, 1.060], [1.346, 0.687, -0.879], [-1.259, 1.998, 0.180]], "gap_ev": 9.9658, "spin_multiplicity": 1, "smiles": "C1CNN=N1", "homo_ha": -0.3284, "de_lowest_kcal_mol": 64.23}

{"formula": "C4H7NO", "method": "ωB97M-V/def2-TZVPD", "species": ["C", "N", "C", "C", "C", "O", "H", "H", "H", "H", "H", "H", "H"], "xyz": [[2.020, 0.189, -0.553], [0.707, -0.247, -0.969], [-1.716, 1.369, 0.863], [-0.116, -0.621, -0.080], [-1.442, -1.172, -0.503], [-2.132, -1.826, 0.241], [2.271, 1.117, -1.076], [2.748, -0.565, -0.873], [2.119, 0.338, 0.533], [-1.907, 0.882, 1.848], [-0.959, 2.143, 1.126], [0.110, -0.644, 1.001], [-1.704, -0.964, -1.557]], "gap_ev": [8.4965, 8.5084], "spin_multiplicity": 1, "homo_ha": [-0.3639, -0.3614], "de_lowest_kcal_mol": 149.35}

{"formula": "C23H41ClN2O9P", "method": "ωB97M-V/def2-TZVPD", "species": ["N", "C", "C", "C", "C", "C", "C", "C", "P", "O", "Cl", "N", "H", "H", "H", "H", "H", "H", "H", "H", "H", "H", "H", "H", "H", "H", "H", "H", "H", "O", "C", "O", "C", "C", "C", "H", "H", "H", "H", "H", "H", "O", "C", "O", "C", "C", "C", "H", "H", "H", "H", "H", "H", "O", "C", "O", "C", "C", "C", "H", "H", "H", "H", "H", "H", "O", "C", "O", "C", "C", "C", "H", "H", "H", "H", "H", "H"], "xyz": [[-1.065, -3.219, -4.175], [-0.134, -2.651, -5.164], [1.117, -2.105, -4.483], [0.820, -0.930, -3.545], [0.221, -1.347, -2.206], [-1.112, -0.779, -1.740], [-1.224, -1.372, -0.334], [0.233, -1.426, 0.192], [1.013, -3.082, 0.735], [1.476, -2.700, 2.248], [-0.672, -4.112, 1.223], [1.054, -0.966, -1.007], [-0.855, -4.198, -4.015], [-2.008, -3.193, -4.546], [-0.665, -1.837, -5.658], [0.153, -3.371, -5.935], [1.605, -2.905, -3.913], [1.834, -1.790, -5.243], [0.120, -0.245, -4.032], [1.740, -0.360, -3.376], [0.134, -2.433, -2.149], [-1.046, 0.315, -1.703], [-1.922, -1.057, -2.409], [-1.626, -2.383, -0.403], [-1.862, -0.801, 0.337], [0.416, -0.709, 0.990], [2.189, -2.043, 2.193], [2.013, -1.323, -0.987], [1.131, 0.052, -0.975], [-3.279, -2.214, 7.071], [-2.367, -2.734, 6.505], [-1.970, -2.338, 5.264], [-0.912, -3.180, 4.782], [-0.281, -3.790, 6.031], [-1.480, -3.875, 6.968], [-1.344, -3.946, 4.134], [-0.236, -2.562, 4.197], [0.202, -4.744, 5.831], [0.465, -3.108, 6.443], [-2.042, -4.803, 6.842], [-1.252, -3.760, 8.024], [2.980, -0.781, 0.836], [3.348, 0.214, 1.434], [3.826, 1.261, 0.781], [4.221, 2.307, 1.714], [3.449, 1.994, 2.987], [3.327, 0.474, 2.923], [5.301, 2.234, 1.839], [3.965, 3.260, 1.261], [3.948, 2.371, 3.876], [2.462, 2.447, 2.932], [4.180, -0.048, 3.365], [2.417, 0.077, 3.371], [0.930, 3.916, 1.858], [0.391, 4.297, 2.863], [1.051, 4.361, 4.038], [0.145, 4.730, 5.104], [-1.007, 5.448, 4.409], [-1.043, 4.739, 3.059], [-0.175, 3.815, 5.606], [0.700, 5.347, 5.804], [-1.935, 5.386, 4.971], [-0.758, 6.500, 4.272], [-1.665, 3.840, 3.081], [-1.363, 5.351, 2.220], [-2.775, -0.786, -6.571], [-2.513, 0.320, -6.951], [-2.395, 0.616, -8.261], [-2.004, 1.990, -8.441], [-2.416, 2.693, -7.151], [-2.264, 1.572, -6.129], [-0.924, 2.018, -8.599], [-2.503, 2.360, -9.332], [-1.813, 3.574, -6.945], [-3.461, 2.999, -7.213], [-1.247, 1.513, -5.731], [-2.959, 1.612, -5.294]], "total_charge": 1, "gap_ev": 9.5412, "spin_multiplicity": 1, "homo_ha": -0.4333, "de_lowest_kcal_mol": 0.00}

{"formula": "C18H55N10O10", "method": "ωB97M-V/def2-TZVPD", "species": ["C", "C", "C", "O", "H", "H", "H", "H", "H", "H", "H", "C", "O", "N", "N", "H", "H", "H", "H", "C", "O", "N", "N", "H", "H", "H", "H", "C", "O", "N", "N", "H", "H", "H", "H", "C", "O", "N", "N", "H", "H", "H", "H", "C", "O", "N", "N", "H", "H", "H", "H", "C", "C", "O", "H", "H", "H", "H", "H", "H", "C", "C", "O", "H", "H", "H", "H", "H", "H", "C", "C", "C", "O", "H", "H", "H", "H", "H", "H", "H", "H", "C", "C", "C", "O", "H", "H", "H", "H", "H", "H", "H", "H"], "xyz": [[-0.560, -0.116, -1.246], [0.687, -0.442, -0.404], [1.914, 0.437, -0.823], [0.344, -0.267, 0.968], [-0.900, 0.918, -1.177], [-1.357, -0.817, -1.001], [-0.356, -0.264, -2.307], [0.829, -1.517, -0.518], [1.738, 1.467, -0.515], [2.312, 0.299, -1.828], [2.699, 0.157, -0.119], [-3.266, 4.042, 2.794], [-3.896, 4.937, 3.314], [-3.600, 2.755, 2.846], [-2.191, 4.228, 2.096], [-2.843, 2.159, 2.543], [-4.321, 2.302, 3.390], [-2.111, 5.199, 1.831], [-1.592, 3.449, 1.862], [9.784, -4.438, 0.950], [9.501, -5.418, 1.589], [9.056, -3.327, 0.804], [10.846, -4.346, 0.180], [9.436, -2.513, 0.343], [8.212, -3.236, 1.350], [11.363, -5.204, 0.060], [11.062, -3.477, -0.287], [-5.820, -4.767, -3.818], [-5.713, -4.148, -4.880], [-6.850, -5.361, -3.287], [-4.859, -4.927, -3.055], [-6.635, -5.938, -2.486], [-7.704, -5.476, -3.814], [-4.895, -5.512, -2.233], [-3.939, -4.663, -3.377], [3.588, -4.714, 4.531], [4.396, -5.601, 4.916], [2.463, -4.960, 4.002], [3.730, -3.430, 4.481], [1.810, -4.247, 3.707], [2.023, -5.844, 4.215], [4.493, -2.977, 4.962], [2.920, -2.917, 4.165], [-3.668, -4.206, 4.362], [-4.458, -5.075, 4.701], [-3.317, -4.017, 3.135], [-3.120, -3.314, 5.131], [-2.839, -3.143, 2.970], [-3.556, -4.594, 2.341], [-2.682, -2.554, 4.631], [-3.268, -3.390, 6.127], [2.676, 3.188, 8.461], [1.859, 3.018, 7.144], [2.669, 2.643, 6.134], [2.913, 2.251, 8.965], [2.314, 3.871, 9.229], [3.655, 3.565, 8.163], [1.361, 3.973, 6.973], [1.103, 2.234, 7.133], [2.073, 2.267, 5.483], [4.449, 7.062, -2.076], [2.960, 7.541, -1.949], [2.771, 8.439, -0.870], [4.645, 7.001, -3.147], [4.616, 6.204, -1.425], [5.091, 7.795, -1.588], [2.361, 6.704, -1.588], [2.541, 7.812, -2.918], [1.871, 8.772, -0.874], [3.387, -5.053, -5.181], [1.919, -5.183, -5.562], [1.539, -3.803, -6.115], [1.709, -6.167, -6.514], [4.011, -4.969, -6.070], [3.714, -5.943, -4.643], [3.765, -4.314, -4.475], [1.425, -5.429, -4.622], [1.804, -3.698, -7.166], [1.835, -2.913, -5.559], [0.457, -3.670, -6.126], [1.613, -7.002, -6.050], [-6.973, 4.968, -3.524], [-8.079, 5.953, -3.896], [-8.394, 6.880, -2.593], [-7.621, 6.740, -4.887], [-6.708, 4.235, -4.286], [-7.222, 4.373, -2.645], [-6.055, 5.428, -3.159], [-8.982, 5.458, -4.253], [-7.630, 7.605, -2.312], [-8.667, 6.267, -1.734], [-9.303, 7.442, -2.806], [-8.363, 7.262, -5.199]], "total_charge": -1, "gap_ev": 5.0346, "spin_multiplicity": 1, "homo_ha": -0.1198}

{"formula": "C30H31BrClFMgN2O5S", "method": "ωB97M-V/def2-TZVPD", "species": ["Mg", "C", "C", "C", "C", "C", "C", "C", "C", "C", "C", "C", "C", "N", "C", "C", "C", "C", "C", "C", "F", "H", "H", "H", "H", "H", "H", "H", "H", "H", "H", "H", "H", "H", "H", "H", "H", "H", "H", "H", "H", "H", "O", "C", "C", "C", "N", "C", "Br", "C", "H", "H", "H", "H", "Cl", "C", "C", "C", "C", "C", "C", "C", "H", "H", "H", "H", "H", "H", "O", "S", "O", "O", "O"], "xyz": [[0.155, -0.271, 0.865], [-1.950, 2.313, 3.630], [-0.854, 2.077, 2.590], [0.526, 2.285, 3.212], [-1.032, 2.935, 1.365], [-0.950, 4.314, 1.474], [-1.094, 5.124, 0.365], [-1.299, 4.543, -0.871], [-1.368, 3.165, -1.032], [-1.520, 2.659, -2.455], [-2.951, 2.201, -2.759], [-0.519, 1.566, -2.828], [-1.246, 2.342, 0.106], [-1.261, 0.956, -0.015], [-2.455, 0.362, -0.066], [-3.690, 0.984, 0.246], [-4.889, 0.314, 0.142], [-4.939, -1.010, -0.268], [-3.747, -1.659, -0.581], [-2.564, -0.976, -0.492], [-1.405, -1.601, -0.891], [-1.852, 1.546, 4.395], [-2.934, 2.223, 3.172], [-1.865, 3.300, 4.089], [-0.920, 1.021, 2.314], [0.620, 3.275, 3.665], [1.299, 2.167, 2.456], [0.683, 1.514, 3.964], [-0.770, 4.762, 2.443], [-1.018, 6.200, 0.457], [-1.391, 5.180, -1.744], [-1.317, 3.520, -3.109], [-3.178, 1.271, -2.247], [-3.073, 2.045, -3.833], [-3.669, 2.954, -2.435], [-0.600, 0.720, -2.155], [0.493, 1.954, -2.765], [-0.704, 1.228, -3.848], [-3.676, 2.013, 0.582], [-5.808, 0.835, 0.395], [-5.883, -1.536, -0.340], [-3.743, -2.694, -0.898], [6.174, -0.492, -0.744], [4.794, -0.477, -0.583], [4.068, -1.585, -0.383], [2.569, -1.533, -0.236], [1.983, -0.200, -0.187], [2.802, 0.798, -0.375], [2.017, 2.548, -0.322], [4.150, 0.794, -0.623], [6.472, -1.406, -0.664], [4.524, -2.564, -0.303], [2.281, -2.032, 0.695], [4.719, 1.697, -0.738], [0.394, -3.788, 0.824], [1.529, -4.545, -0.287], [1.834, -5.897, -0.169], [2.763, -6.499, -1.002], [3.420, -5.747, -1.961], [3.123, -4.401, -2.080], [2.173, -3.781, -1.275], [1.902, -2.326, -1.409], [1.339, -6.473, 0.597], [2.980, -7.555, -0.896], [4.157, -6.210, -2.607], [3.641, -3.793, -2.809], [2.286, -1.938, -2.357], [0.832, -2.133, -1.345], [-1.068, -1.355, 1.864], [-0.121, -1.333, 3.033], [0.232, -2.695, 3.410], [1.090, -0.612, 2.499], [-0.702, -0.588, 4.141]], "total_charge": -2, "gap_ev": 5.6784, "spin_multiplicity": 1, "homo_ha": -0.0465, "de_lowest_kcal_mol": 0.00}

{"formula": "C4H13N2S", "method": "ωB97M-V/def2-TZVPD", "species": ["N", "C", "C", "S", "C", "N", "C", "H", "H", "H", "H", "H", "H", "H", "H", "H", "H", "H", "H", "H"], "xyz": [[0.887, 1.702, 0.922], [0.219, 0.453, 0.361], [1.301, -0.545, 0.291], [1.907, -1.028, 1.989], [-0.380, 0.457, -0.988], [-1.014, -0.848, -1.406], [-2.145, -0.934, -0.545], [1.153, 1.482, 1.881], [1.699, 1.847, 0.286], [0.270, 2.548, 1.000], [-0.667, 0.124, 0.945], [2.195, -0.208, -0.241], [1.157, -1.465, -0.121], [3.050, -1.581, 1.374], [0.364, 0.646, -1.756], [-1.121, 1.270, -1.119], [-1.346, -0.765, -2.341], [-2.848, -0.107, -0.352], [-2.741, -1.801, -0.726], [-1.940, -1.247, 0.545]], "total_charge": 1, "gap_ev": 9.4358, "spin_multiplicity": 1, "smiles": "CNC[C@H]([NH3+])CS", "homo_ha": -0.4809, "de_lowest_kcal_mol": 57.16}

{"formula": "CH3N5O", "method": "ωB97M-V/def2-TZVPD", "species": ["C", "H", "H", "H", "N", "N", "N", "N", "N", "O"], "xyz": [[-0.323, -0.236, -0.010], [-3.062, -0.136, 0.326], [2.932, -0.683, -0.257], [0.792, -1.678, 0.771], [-1.494, -0.629, -0.372], [0.213, 1.081, 0.019], [1.476, 1.004, -0.101], [1.868, -0.266, 0.104], [0.773, -1.056, 0.035], [-2.322, 0.372, 0.178]], "gap_ev": 8.6197, "spin_multiplicity": 1, "smiles": "O/N=c1\\nn[nH][nH]1", "homo_ha": -0.3071, "de_lowest_kcal_mol": 83.16}

{"formula": "C30H53N10O11", "method": "ωB97M-V/def2-TZVPD", "species": ["C", "C", "C", "C", "C", "C", "N", "O", "C", "C", "C", "H", "H", "H", "H", "H", "H", "H", "H", "H", "H", "H", "H", "H", "H", "H", "H", "H", "H", "N", "C", "C", "C", "C", "H", "H", "H", "H", "H", "N", "C", "C", "C", "C", "H", "H", "H", "H", "H", "N", "C", "C", "C", "C", "H", "H", "H", "H", "H", "N", "C", "C", "C", "C", "H", "H", "H", "H", "H", "C", "N", "O", "O", "H", "H", "H", "C", "N", "O", "O", "H", "H", "H", "C", "N", "O", "O", "H", "H", "H", "C", "N", "O", "O", "H", "H", "H", "C", "N", "O", "O", "H", "H", "H"], "xyz": [[-39.771, -56.011, 38.967], [-40.413, -57.385, 39.042], [-40.605, -57.770, 40.562], [-41.612, -58.901, 40.636], [-43.073, -58.688, 40.021], [-42.849, -58.231, 38.506], [-41.628, -57.353, 38.345], [-41.575, -56.793, 37.157], [-44.130, -57.509, 38.200], [-42.853, -59.414, 37.592], [-39.376, -58.334, 38.346], [-38.688, -55.920, 39.506], [-40.429, -55.476, 39.536], [-39.565, -55.962, 38.003], [-41.323, -56.850, 40.971], [-39.798, -58.084, 41.165], [-41.900, -59.292, 41.603], [-41.186, -59.902, 40.175], [-43.273, -57.770, 40.496], [-43.742, -59.447, 40.161], [-44.180, -57.266, 37.263], [-44.229, -56.583, 38.660], [-44.843, -58.265, 38.391], [-41.963, -59.986, 37.863], [-42.827, -59.237, 36.421], [-43.707, -59.974, 37.922], [-39.069, -58.070, 37.439], [-39.880, -59.292, 38.243], [-38.514, -58.710, 38.865], [-46.012, -54.268, 43.914], [-46.243, -53.573, 42.774], [-45.002, -54.008, 41.878], [-44.167, -54.945, 42.698], [-44.950, -55.001, 43.983], [-46.672, -53.811, 44.702], [-47.104, -52.881, 42.717], [-44.898, -53.993, 40.845], [-43.405, -55.277, 42.373], [-44.626, -55.481, 44.979], [-37.338, -52.617, 40.283], [-37.861, -52.682, 39.043], [-38.398, -51.242, 38.717], [-38.152, -50.339, 40.004], [-37.552, -51.376, 40.974], [-36.696, -53.213, 40.676], [-37.995, -53.645, 38.306], [-38.608, -50.832, 37.706], [-38.232, -49.089, 40.192], [-37.185, -50.830, 41.942], [-38.471, -62.933, 41.991], [-38.795, -61.571, 42.411], [-38.423, -60.702, 41.227], [-37.815, -61.550, 40.197], [-37.851, -62.977, 40.761], [-38.735, -63.753, 42.572], [-39.511, -61.363, 43.295], [-38.338, -59.596, 41.255], [-37.537, -61.055, 39.314], [-37.648, -63.872, 40.346], [-40.867, -62.692, 39.998], [-41.927, -62.458, 40.786], [-43.053, -62.486, 39.793], [-42.556, -62.763, 38.438], [-41.004, -62.752, 38.706], [-39.824, -62.727, 40.607], [-41.916, -62.302, 41.981], [-44.032, -62.512, 40.186], [-43.076, -62.853, 37.469], [-40.172, -62.874, 37.982], [-38.944, -53.979, 43.645], [-39.087, -54.821, 42.526], [-38.482, -55.918, 42.549], [-39.891, -54.573, 41.582], [-38.309, -53.076, 43.194], [-38.364, -54.580, 44.468], [-39.728, -53.432, 43.995], [-41.802, -59.992, 33.743], [-40.432, -60.592, 33.798], [-40.253, -61.432, 34.643], [-39.607, -60.303, 32.926], [-41.627, -59.093, 34.100], [-42.590, -60.375, 34.247], [-41.922, -59.704, 32.644], [-43.276, -54.655, 35.440], [-42.926, -54.219, 36.810], [-43.897, -54.416, 37.513], [-41.892, -53.754, 37.013], [-42.593, -54.386, 34.593], [-43.961, -53.728, 35.245], [-43.820, -55.729, 35.253], [-34.356, -56.748, 37.205], [-35.718, -56.697, 37.785], [-36.344, -55.657, 37.567], [-36.131, -57.577, 38.437], [-33.804, -56.225, 37.923], [-34.409, -56.158, 36.226], [-34.073, -57.706, 36.970], [-39.093, -55.550, 34.573], [-37.993, -56.468, 34.446], [-36.792, -55.995, 34.230], [-38.234, -57.692, 34.690], [-39.049, -55.155, 35.530], [-40.051, -55.955, 34.501], [-39.035, -54.767, 33.792]], "total_charge": 1, "gap_ev": 3.2851, "spin_multiplicity": 1, "homo_ha": -0.3511, "de_lowest_kcal_mol": 123.39}